# C6H12

C6H12 in the gas phase (ωB97M-V with the def2-TZVPD basis set, OMol25).

CARTESIAN COORDINATES (ANGSTROEM)
1 C 0.8452 -0.5671 1.4398
2 C 0.2850 -0.2011 0.0704
3 C 1.1171 -0.8299 -1.0408
4 C -1.2452 -0.4484 -0.0683
5 C -1.4882 1.0727 -0.1979
6 C 0.0354 1.3242 -0.1123
7 H 1.8790 -0.2146 1.5477
8 H 0.2515 -0.1174 2.2450
9 H 0.8425 -1.6546 1.5873
10 H 2.1566 -0.4803 -0.9998
11 H 0.7149 -0.5731 -2.0283
12 H 1.1252 -1.9240 -0.9554
13 H -1.5201 -1.0254 -0.9576
14 H -1.7139 -0.9194 0.8030
15 H -2.0628 1.5077 0.6246
16 H -1.9552 1.3815 -1.1376
17 H 0.3574 1.9392 0.7350
18 H 0.4793 1.7409 -1.0230

Properties
ΔE to the lowest compared entry with this formula, charge and spin (eV): 0.831
Maximum force (eV/Å): 0.2
Net charge: 0
Structure (SMILES): CC1(C)CCC1
Frontier orbital gap (eV): 11.4
LUMO level (Eh): 0.037

Here are the natural (NBO) charges for atoms 1 to 5, given in e: -0.600 -0.044 -0.599 -0.403 -0.405

***

# C4H8ClFeO12S2Ti

C4H8ClFeO12S2Ti as an isolated structure (ωB97M-V with the def2-TZVPD basis set, OMol25).

CARTESIAN COORDINATES (ANGSTROEM)
1 Fe 1.8169 0.0189 -1.4570
2 Ti -0.1489 5.7325 0.9362
3 Cl -1.2254 2.3970 -1.4881
4 O -0.9124 3.5405 -0.7396
5 O -2.3652 1.7808 -0.8723
6 O -1.4342 2.7023 -2.8940
7 O -0.1480 1.4741 -1.2844
8 C -0.9280 1.5247 3.5051
9 C -0.3979 0.6091 2.3524
10 O 0.8350 1.1157 1.9017
11 S 1.3782 2.4824 2.7789
12 O 1.6080 3.6355 1.9036
13 O 2.3779 2.1086 3.7348
14 O -0.0979 2.7276 3.5081
15 H -0.8140 1.0607 4.4848
16 H -1.9379 1.9220 3.6069
17 H -1.0057 0.7242 1.4550
18 H -0.2295 -0.4554 2.5153
19 C -5.1752 2.7398 0.3196
20 C -4.6654 1.7791 1.4427
21 O -4.4117 2.6028 2.5278
22 S -4.1735 4.1864 1.9490
23 O -2.8862 4.7632 2.3236
24 O -5.3962 5.0199 2.2136
25 O -4.2861 3.7801 0.3576
26 H -6.1210 3.2391 0.5305
27 H -5.3990 2.3016 -0.6530
28 H -3.8126 1.2017 1.0856
29 H -5.3621 0.9648 1.6420

Properties
Maximum force (eV/Å): 4.7
Multiplicity: 9
Net charge: +1
Frontier orbital gap (alpha / beta) (eV): 6.6 / 7.5
LUMO level (alpha / beta) (Eh): -0.137 / -0.216

Here are the natural (NBO) charges for atoms 1 to 5, given in e: 0.971 0.991 2.598 -0.918 -0.853

***

# C3H10N2O

A 2-piece molecular cluster, C3H10N2O overall (ωB97M-V with the def2-TZVPD basis set, OMol25).

CARTESIAN COORDINATES (ANGSTROEM)
1 C -0.2092 0.0974 -1.9849
2 C -1.1542 -0.9224 -2.0206
3 N 1.0936 -0.0433 -1.8321
4 H -0.5380 1.1289 -2.0303
5 H -2.0627 -0.6793 -2.5545
6 H -0.9065 -1.9602 -1.8426
7 H 0.7477 2.2127 2.0567
8 H 1.6274 0.5379 -1.1845
9 H 1.5616 -0.9288 -1.9650
10 N -0.7335 -0.4061 1.7522
11 C 0.3846 0.3375 2.2103
12 O 0.5598 1.5304 1.4449
13 H -1.4435 0.1058 1.2567
14 H -0.5678 -1.2606 1.2443
15 H 0.3681 0.5574 3.2850
16 H 1.2727 -0.3075 2.1645

Properties
ΔE to the lowest compared entry with this formula, charge and spin (eV): 2.161
Maximum force (eV/Å): 1.7
Multiplicity: 2
Net charge: +1
Frontier orbital gap (alpha / beta) (eV): 8.4 / 4.7
LUMO level (alpha / beta) (Eh): -0.159 / -0.291

Here are the natural (NBO) charges for atoms 1 to 5, given in e: 0.116 -0.144 -0.575 0.249 0.237

***

# C5H11N4

An isolated ion of composition C5H11N4 and charge +1 (ωB97M-V with the def2-TZVPD basis set, OMol25).

CARTESIAN COORDINATES (ANGSTROEM)
1 C -1.7651 0.5292 0.3491
2 C -2.7727 0.5695 -0.4708
3 C 0.4740 0.8757 0.9730
4 C 0.4719 -0.9216 -0.9041
5 C 1.2637 0.1576 -0.1674
6 N -0.7716 1.4479 0.6275
7 N -3.5495 0.4943 -1.3792
8 N 2.3937 -0.5652 0.5082
9 N 0.7737 -2.1480 -0.6476
10 H -1.8590 -0.1279 1.1921
11 H 0.2551 0.1450 1.7799
12 H 1.2402 1.6307 1.3794
13 H -0.2575 -0.4430 -1.7030
14 H 1.5647 0.9770 -0.8670
15 H -4.4867 0.8396 -1.3653
16 H -0.5393 2.1381 -0.1536
17 H 3.2582 -0.0863 0.2987
18 H 2.2315 -0.5479 1.5938
19 H 1.5601 -2.0847 0.1692
20 H 0.5144 -2.8800 -1.2126

Properties
ΔE to the lowest compared entry with this formula, charge and spin (eV): 3.653
Maximum force (eV/Å): 4.9
Net charge: +1
Structure (SMILES): N=C=CNC[C@@H](N)C=[NH2+]
Frontier orbital gap (alpha / beta) (eV): 7.1 / 7.1
LUMO level (alpha / beta) (Eh): -0.157 / -0.157

Here are the natural (NBO) charges for atoms 1 to 5, given in e: -0.305 0.400 -0.199 0.263 -0.179

***

# C8H8N3O2S

An isolated ion of composition C8H8N3O2S and charge -1 (ωB97M-V with the def2-TZVPD basis set, OMol25).

CARTESIAN COORDINATES (ANGSTROEM)
1 C -1.2061 -0.6212 1.6997
2 C -1.4295 0.7212 -0.3167
3 C -2.8187 -1.0849 0.1645
4 C -1.2569 1.7203 -1.2781
5 C -4.2742 -2.7614 0.7811
6 C 0.4552 -0.6248 -0.0537
7 C -0.4587 0.2152 0.7873
8 C 2.7196 -0.4379 -0.8081
9 N -2.5280 -0.0279 -0.5406
10 N -2.2740 -1.2320 1.4704
11 N -3.6489 -2.0902 -0.1672
12 O 0.2757 -1.7095 -0.5633
13 O 1.5893 0.1271 -0.1730
14 S -5.2271 -4.0695 0.3811
15 H -0.9377 -0.7866 2.7753
16 H -1.9591 1.8244 -2.0442
17 H -0.4354 2.3592 -1.1722
18 H -4.4178 -2.5881 1.9122
19 H -0.0252 1.0919 1.1395
20 H 3.5040 -0.6217 -0.0692
21 H 3.1598 0.1294 -1.6975
22 H 2.7000 -1.4368 -1.2588

Properties
ΔE to the lowest compared entry with this formula, charge and spin (eV): 0.321
Maximum force (eV/Å): 4.3
Net charge: -1
Structure (SMILES): C=C1N=C(/N=C/[S-])N=C[C@H]1C(=O)OC
Frontier orbital gap (eV): 6.5
LUMO level (Eh): 0.102

Here are the natural (NBO) charges for atoms 1 to 5, given in e: 0.139 0.218 0.560 -0.504 -0.067

***

# Cl2OS

A 2-piece molecular cluster, Cl2OS overall (ωB97M-V with the def2-TZVPD basis set, OMol25).

CARTESIAN COORDINATES (ANGSTROEM)
1 O -0.2590 0.7250 0.6736
2 S -0.8451 -1.5787 -0.1363
3 Cl 0.8928 1.5056 -0.0015
4 Cl 0.9676 -1.6847 -0.9896

Properties
ΔE to the lowest compared entry with this formula, charge and spin (eV): 4.539
Maximum force (eV/Å): 3.2
Net charge: 0
Frontier orbital gap (alpha / beta) (eV): 6.5 / 6.5
LUMO level (alpha / beta) (Eh): -0.121 / -0.121

natural (NBO) atomic charges, in units of e: -0.595 0.269 0.401 -0.075